[1]
32
Properties=species:S:1:pos:R:3 method="wB97M-V/def2-TZVPD" total_charge=0 homo_energy_ev=-9.1 spin_multiplicity=1
O 0.14 0.63 1.27
C 0.33 1.80 0.98
C 0.04 2.37 -0.33
C 0.30 3.66 -0.56
O 0.07 4.25 -1.72
C 0.89 4.56 0.49
O 1.11 5.71 0.20
C 1.17 3.99 1.81
C 0.90 2.70 2.04
O 1.13 2.11 3.21
H -0.38 1.72 -1.08
H 0.35 5.18 -1.62
H 1.58 4.64 2.56
H 0.85 1.18 3.10
C 1.80 -1.91 -0.01
O 1.33 -2.44 -1.24
C -0.05 -2.21 -1.49
C -0.94 -3.17 -0.72
N -0.85 -4.47 -1.37
O -2.31 -2.83 -0.76
C -2.62 -1.59 -0.13
H 1.02 -1.72 0.71
H 2.49 -2.62 0.42
H 2.35 -0.98 -0.18
H -0.20 -2.44 -2.54
H -0.30 -1.16 -1.35
H -0.62 -3.24 0.33
H 0.08 -4.84 -1.19
H -1.51 -5.08 -0.90
H -3.64 -1.66 0.23
H -1.95 -1.37 0.69
H -2.58 -0.78 -0.85

---

[2]
26
Properties=species:S:1:pos:R:3 method="wB97M-V/def2-TZVPD" total_charge=-1 s2=0.759 homo_energy_ev="1.0 / -3.4" spin_multiplicity=2
C -0.90 1.64 -0.08
C -2.21 1.05 0.38
C -0.04 0.70 -0.91
C 0.99 1.29 -1.70
C -0.19 -0.69 -1.01
C 1.80 0.53 -2.58
C 0.54 -1.44 -1.91
C 1.55 -0.81 -2.68
H -0.97 2.62 -0.57
H -0.26 2.03 0.75
H -2.98 1.82 0.45
H 1.33 2.31 -1.47
H -1.06 -1.18 -0.56
H 2.65 0.95 -3.07
H 0.24 -2.47 -2.08
H 2.07 -1.49 -3.37
H -2.20 0.58 1.37
H -2.54 0.31 -0.34
C 0.67 -1.49 1.99
C -0.08 -0.45 2.83
H 1.54 -1.85 2.54
H -0.07 -2.26 1.81
H 0.91 -1.19 0.96
H 0.19 0.55 2.48
H -1.17 -0.60 2.88
H 0.19 -0.47 3.89

---

[3]
26
Properties=species:S:1:pos:R:3 method="wB97M-V/def2-TZVPD" total_charge=0 homo_energy_ev=-9.0 spin_multiplicity=1
C -2.66 -0.07 -0.61
C -1.37 0.62 -0.89
C -0.97 1.63 0.00
C -0.01 2.60 -0.35
C 0.77 2.36 -1.47
C 0.48 1.24 -2.24
C -0.58 0.42 -2.02
H -2.99 -0.07 0.43
H -2.69 -1.14 -0.85
H -3.47 0.30 -1.26
H -1.49 1.80 0.94
H 0.07 3.39 0.38
H 1.45 3.09 -1.91
H 1.15 1.07 -3.09
H -0.69 -0.53 -2.54
C 2.32 -0.97 1.27
C 1.26 -1.76 2.04
C 0.01 -1.88 1.14
H 1.81 -0.19 0.69
H 3.19 -0.61 1.80
H 2.89 -1.52 0.49
H 0.90 -1.22 2.91
H 1.70 -2.72 2.34
H 0.24 -1.92 0.08
H -0.75 -1.13 1.32
H -0.57 -2.78 1.40

---

[4]
26
Properties=species:S:1:pos:R:3 method="wB97M-V/def2-TZVPD" total_charge=0 homo_energy_ev=-9.0 spin_multiplicity=1
C -1.45 -2.06 -0.42
C -0.96 -0.96 0.48
C -1.54 0.30 0.37
C -1.31 1.27 1.33
C -0.52 0.99 2.44
C 0.10 -0.25 2.51
C -0.09 -1.22 1.53
H -0.69 -2.76 -0.76
H -1.98 -1.66 -1.28
H -2.19 -2.63 0.14
H -2.17 0.52 -0.48
H -1.74 2.26 1.23
H -0.33 1.77 3.16
H 0.72 -0.47 3.37
H 0.28 -2.22 1.71
C 2.86 0.81 -1.75
C 1.31 0.90 -1.77
C 0.60 0.25 -2.94
H 3.20 1.82 -1.55
H 3.25 0.20 -0.95
H 3.21 0.52 -2.74
H 1.03 1.94 -1.73
H 0.87 0.53 -0.84
H -0.47 0.50 -2.85
H 0.58 -0.84 -2.81
H 0.83 0.49 -3.97

---

[5]
26
Properties=species:S:1:pos:R:3 method="wB97M-V/def2-TZVPD" total_charge=0 homo_energy_ev=-8.9 spin_multiplicity=1
C -1.98 -1.91 -1.01
C -1.64 -0.67 -0.27
C -1.52 0.57 -0.97
C -1.34 1.78 -0.29
C -1.61 1.82 1.09
C -1.48 0.66 1.84
C -1.59 -0.52 1.10
H -2.71 -1.84 -1.80
H -2.35 -2.61 -0.23
H -1.06 -2.39 -1.37
H -1.09 0.51 -1.98
H -0.99 2.58 -0.94
H -1.80 2.79 1.54
H -1.33 0.66 2.90
H -1.56 -1.48 1.66
C 1.98 0.23 1.09
C 2.33 -0.72 -0.08
C 2.28 0.20 -1.33
H 0.98 0.64 0.94
H 2.62 1.12 1.11
H 2.09 -0.25 2.06
H 3.36 -1.03 0.03
H 1.60 -1.52 -0.18
H 1.37 0.79 -1.40
H 3.11 0.92 -1.23
H 2.32 -0.31 -2.28

---

[6]
26
Properties=species:S:1:pos:R:3 method="wB97M-V/def2-TZVPD" total_charge=0 homo_energy_ev=-9.0 spin_multiplicity=1
C 1.18 -1.26 1.83
C 1.94 -0.21 1.11
C 2.85 -0.67 0.13
C 3.55 0.24 -0.65
C 3.18 1.56 -0.73
C 2.07 1.93 0.04
C 1.47 1.09 0.98
H 1.95 -1.82 2.42
H 0.63 -1.93 1.20
H 0.52 -1.07 2.70
H 3.19 -1.70 0.10
H 4.31 -0.26 -1.26
H 3.60 2.29 -1.40
H 1.57 2.85 -0.27
H 0.63 1.47 1.53
C -2.95 -0.42 -1.95
C -3.44 0.14 -0.64
C -2.63 -0.36 0.52
H -2.77 -1.49 -1.93
H -3.74 -0.17 -2.68
H -2.05 0.14 -2.25
H -4.52 -0.07 -0.45
H -3.56 1.25 -0.69
H -2.60 -1.46 0.39
H -2.79 -0.07 1.56
H -1.59 0.01 0.40

---

The relative energy (zero: lowest compared OMol25 entry of this formula, charge and spin) results, record by record, are as follows: 59.23; 17.69; 21.08; 11.39; 27.65; 26.15 kcal/mol.